Entry from the Open Molecules 2025 dataset: a structure of composition C35H83AgF6N4O13 (wB97M-V/def2-TZVPD).

The gap between HOMO and LUMO is 5.46 eV. The charge is +2. Its LUMO energy is -5.111 eV. The relative energy (zero: lowest compared OMol25 entry of this formula, charge and spin) is 147.61 kJ/mol.

Each line ends with the Löwdin charge.
CARTESIAN COORDINATES (ANGSTROEM)
H -9.67 16.74 -0.13  0.124
H -7.25 22.09 -4.65  0.111
H 1.16 16.24 6.60  0.089
C -6.65 19.79 0.34  -0.070
O -7.58 20.28 -3.66  -0.347
H -1.65 17.31 3.74  0.165
C -7.22 14.19 -4.05  -0.077
C -2.72 16.50 5.46  -0.068
F -3.68 15.16 -4.06  0.130
H -5.80 25.42 1.98  0.122
O -0.71 15.31 6.05  -0.165
C -2.09 12.22 -1.94  -0.051
H -0.29 17.09 0.32  0.085
C -7.05 16.60 2.97  -0.076
H -4.11 25.38 2.58  0.134
H -5.06 13.68 -7.87  0.091
H -3.26 17.40 5.75  0.137
H -12.01 19.45 -3.87  0.139
C -10.36 18.18 -4.39  -0.187
C -8.78 16.12 -0.22  -0.386
H -6.89 17.66 2.76  0.053
H -3.90 22.92 -0.05  0.115
C -4.82 24.94 1.88  -0.144
H -3.87 15.62 3.07  0.130
H -3.71 14.40 -1.88  0.107
H -4.08 13.32 -0.56  0.133
N -4.18 22.48 1.99  0.060
H -6.74 13.75 -8.21  0.088
H -1.78 11.24 -2.29  0.092
C -6.80 22.41 -2.70  -0.085
C -1.11 16.41 0.10  -0.068
H -8.62 15.21 2.40  0.115
H -6.25 15.93 2.67  0.069
O -4.13 17.85 -2.59  -0.322
F -2.16 16.18 -5.20  0.189
O -6.23 13.93 -6.21  -0.232
C -6.46 17.11 -6.46  -0.068
H -6.48 16.99 -7.54  0.093
H -1.58 16.87 7.21  0.131
C -8.33 16.25 2.25  -0.267
H -4.16 19.89 0.71  0.119
H -5.41 20.54 -5.28  0.066
C -5.34 23.47 2.17  -0.049
H -0.66 17.33 5.75  0.128
H -11.47 21.54 0.32  0.131
H 1.05 14.58 7.01  0.096
H -7.08 17.95 -6.14  0.075
H -6.05 25.64 -0.25  0.098
H -4.41 21.61 2.44  0.159
H -7.97 12.78 -5.58  0.133
N -6.04 13.37 -3.43  0.127
H -9.32 19.24 1.91  0.083
C -10.67 21.20 -0.34  -0.197
H -9.15 16.89 2.57  0.114
H -10.52 20.37 -4.19  0.133
H -1.80 12.39 -0.90  0.082
N -2.28 16.59 4.03  0.050
H 0.25 15.74 7.99  0.094
H -2.31 17.94 1.60  0.106
H -1.83 15.71 3.79  0.159
C -3.46 16.63 2.98  -0.038
H -9.02 21.07 1.83  0.085
H -11.20 21.51 -2.47  0.135
C -2.88 16.22 -4.10  -0.560
H -2.65 21.98 0.79  0.147
H -9.31 18.19 -4.08  0.105
O -4.17 25.08 0.58  -0.181
C -9.68 20.23 1.63  -0.053
O -1.82 16.06 1.31  -0.206
H -8.09 13.82 -3.51  0.125
H -6.02 12.27 -7.57  0.087
H -7.71 22.27 -2.11  0.057
N -10.46 19.57 -2.33  0.087
H -9.87 21.93 -0.47  0.124
H -9.49 19.84 -2.40  0.106
C -9.37 14.61 -0.16  -0.584
Ag -6.67 18.19 -2.52  0.735
H -8.12 14.48 -6.00  0.119
H -10.41 18.06 -5.47  0.146
H -10.61 20.48 2.14  0.092
C -4.18 13.45 -1.64  -0.224
H -7.26 16.52 4.04  0.079
H -4.92 18.35 -6.41  0.114
C -11.24 20.75 -1.69  -0.046
H -5.73 14.66 -1.97  0.130
O -11.09 17.17 -3.75  -0.152
H -5.66 23.37 3.21  0.132
C -5.04 17.34 -6.02  -0.247
H -4.44 16.68 -6.66  0.119
H -11.45 15.28 -3.84  0.109
O -7.92 16.39 0.90  -0.128
H -9.81 15.74 -3.32  0.064
H -4.79 22.00 -4.54  0.075
H -4.15 17.35 3.41  0.113
C -10.62 15.98 -4.00  -0.180
O -10.07 20.08 0.24  -0.235
O -8.08 16.41 -1.43  -0.299
C -3.72 22.08 0.62  -0.062
C -3.78 17.47 -3.95  -0.429
F -8.47 13.79 0.32  0.140
H -1.68 13.01 -2.57  0.082
H -7.66 19.97 -0.04  0.075
H -6.21 12.95 -1.29  0.139
H -3.33 18.38 -4.35  0.144
H -4.78 25.70 -1.33  0.107
H -6.22 12.42 -3.71  0.170
F -10.46 14.53 0.64  0.123
C -6.81 21.45 -3.88  -0.618
H -10.40 18.74 -1.75  0.155
H -6.74 23.45 -2.99  0.070
O -3.54 12.24 -2.20  -0.189
H -6.86 16.24 -5.93  0.036
H -7.15 15.28 -4.05  0.117
F -2.02 16.15 -3.02  0.083
H -6.67 19.49 1.38  0.073
H -3.27 15.57 5.61  0.155
C -5.59 13.58 -1.93  -0.056
H -5.93 22.29 -2.05  0.035
H -6.16 23.13 1.55  0.124
F -9.73 14.03 -1.29  0.140
H -12.23 20.34 -1.53  0.138
C 0.44 15.49 6.94  -0.087
H -4.88 20.53 -3.61  0.052
C -2.89 17.01 1.57  -0.160
C -7.51 13.76 -5.45  -0.155
H -1.68 17.04 -0.59  0.081
H -10.22 15.73 -4.98  0.088
H -4.18 20.71 -0.87  0.137
H -5.27 13.75 -3.95  0.122
C -5.41 21.12 -4.35  -0.075
C -1.37 16.61 6.17  -0.204
O -5.83 20.94 0.11  -0.204
C -10.92 19.44 -3.78  -0.078
O -4.99 17.22 -4.59  -0.140
H -3.53 17.29 0.73  0.127
H -6.30 18.96 -0.28  0.057
H -0.64 15.54 -0.36  0.097
C -6.03 13.36 -7.49  -0.096
C -4.43 20.81 0.19  -0.190
H -3.44 22.89 2.55  0.168
C -5.12 25.12 -0.47  -0.092
H -5.42 24.11 -0.76  0.059

Entry from the Open Molecules 2025 dataset: a cluster of 12 separate species, C35H84F6O15P in total (wB97M-V/def2-TZVPD).

The gap between HOMO and LUMO is 9.32 eV. The charge is -1. Its LUMO energy is 2.126 eV.

Each line ends with the Löwdin charge.
CARTESIAN COORDINATES (ANGSTROEM)
O 7.38 -0.53 -0.75  -0.186
H -0.91 -5.79 1.19  0.078
O 5.54 1.69 -1.66  -0.184
C 3.60 -2.83 4.51  -0.143
H 1.49 1.53 6.08  0.121
O -4.33 0.53 6.39  -0.174
O 2.00 -0.94 -5.18  -0.175
H 1.58 6.64 -6.49  0.081
H 0.74 3.11 5.81  0.120
H -0.70 4.49 -2.25  0.089
H -5.26 -3.53 -2.91  0.130
H 2.29 1.15 -4.86  0.086
H -4.53 1.38 -4.58  0.124
C 1.64 2.52 5.65  -0.209
C -0.17 6.23 -4.59  -0.209
H 0.53 -5.74 2.35  0.073
P -1.26 -0.67 0.50  0.195
C -6.12 -4.85 -1.36  -0.187
H -3.22 -1.75 5.17  0.120
H 4.64 -3.07 -0.30  0.055
H 7.08 2.82 -0.99  0.115
C 7.45 0.81 -0.27  -0.193
O 2.94 3.50 4.08  -0.131
O 3.14 -2.34 6.74  -0.144
H 4.49 -0.88 6.99  0.120
H -0.01 7.56 -2.94  0.119
H 2.03 0.59 -6.51  0.076
H -5.35 -6.71 -0.61  0.106
H -7.05 -6.77 -0.93  0.106
H 3.54 0.26 -5.80  0.084
H 1.81 -3.49 5.69  0.121
H -6.44 4.60 -6.52  0.113
C 2.88 -3.33 5.77  -0.195
H -3.92 2.92 -4.40  0.119
C -4.59 3.46 -7.18  -0.149
C 7.95 -1.44 0.18  -0.118
H -1.18 5.85 -4.38  0.122
H 5.09 -2.55 7.07  0.112
F -1.91 0.65 1.26  -0.217
H -0.19 -2.45 -5.62  0.112
H -3.85 2.89 -0.09  0.070
C -5.26 0.13 5.37  -0.100
H -3.25 -3.59 8.34  0.080
H -6.36 3.47 0.45  0.069
H -2.67 0.68 5.15  0.123
H -0.53 5.91 -1.17  0.082
H -6.22 2.63 -1.05  0.069
H 9.04 -1.42 0.24  0.078
H 1.09 2.80 3.67  0.126
H -0.90 -2.23 -4.00  0.124
H 3.61 2.47 6.36  0.117
O -4.53 3.53 -0.33  -0.117
C 3.11 4.28 5.26  -0.200
C -5.55 4.12 -6.12  -0.175
C -2.66 -1.31 6.01  -0.227
C 6.90 1.80 -1.33  -0.198
H -3.34 -3.84 6.62  0.084
H -2.99 2.00 -6.51  0.104
O -3.09 -1.79 7.25  -0.179
H 3.36 -3.88 -1.03  0.068
H 2.57 3.49 7.26  0.116
H 8.50 0.96 -0.02  0.123
H 0.73 -0.39 -3.64  0.126
O 1.05 5.77 -2.49  -0.191
C 4.69 -1.91 5.05  -0.153
C 0.02 -2.20 -4.58  -0.152
O 0.48 5.29 -5.44  -0.193
C -5.14 -4.49 -2.42  -0.248
C 2.48 0.33 -5.55  -0.129
C 0.00 5.14 -1.72  -0.080
H -1.58 -1.36 5.87  0.127
C 0.61 6.78 -3.39  -0.213
H 7.52 -1.32 1.17  0.084
H 4.60 -0.89 4.68  0.099
H 2.52 5.80 -5.25  0.076
H 4.92 3.36 -0.66  0.084
C 0.67 -0.80 -4.65  -0.185
F -2.75 -1.27 0.69  -0.194
H -5.80 -4.32 -0.47  0.121
H 2.87 -2.31 3.87  0.111
H -5.56 1.85 0.41  0.085
H 2.23 4.97 -6.72  0.083
C -4.53 2.34 -5.08  -0.223
H 0.04 -0.13 -5.24  0.114
C -2.99 0.18 6.06  -0.213
C 0.49 -4.40 -3.79  -0.152
H 5.74 -2.17 4.85  0.105
O 4.05 -2.10 -2.04  -0.120
C -0.53 -5.96 2.20  -0.160
H 6.75 0.91 0.55  0.116
H 2.32 5.02 5.38  0.120
H -4.68 -7.25 -2.67  0.114
H -5.11 0.63 4.42  0.085
C 4.41 -1.88 6.55  -0.254
F -0.73 -1.28 1.94  -0.187
H 7.80 -2.47 -0.15  0.084
H -6.44 -7.25 -3.24  0.113
H -0.12 -4.52 -2.90  0.081
H -2.40 0.62 6.86  0.122
H 1.32 -5.04 -3.52  0.080
H -5.34 -0.94 5.17  0.082
F -0.72 -1.95 -0.34  -0.183
H -0.77 -6.98 2.50  0.074
H 3.30 -4.24 6.21  0.114
H -5.12 3.34 -8.12  0.098
H 0.56 4.62 -0.94  0.089
H -3.77 4.18 -7.29  0.097
H 3.67 2.28 -1.25  0.093
H 3.96 -3.71 3.97  0.106
H 4.54 1.85 0.23  0.085
C -5.70 2.80 -0.11  -0.180
O -1.27 -5.10 3.05  -0.139
O 1.03 -3.15 -4.08  -0.175
O -5.35 -5.47 -3.38  -0.157
C 1.97 2.48 4.22  -0.210
H -1.81 -3.36 7.36  0.079
F 0.09 0.17 0.16  -0.180
H 1.53 7.24 -3.73  0.113
C 1.76 5.67 -6.02  -0.076
H -6.21 0.52 5.74  0.083
H 0.00 -4.83 -4.67  0.082
C 2.82 3.21 6.24  -0.220
H 4.41 -1.27 -1.73  0.050
C -6.11 -6.36 -1.31  -0.173
H 3.00 -2.39 -0.16  0.074
F -1.86 -0.08 -0.90  -0.220
C 3.71 -2.86 -0.83  -0.130
H -4.09 -4.60 -2.11  0.124
C -4.06 2.17 -6.52  -0.163
H -4.40 1.25 -7.00  0.105
C 4.64 2.31 -0.76  -0.101
H -0.36 7.13 -5.18  0.108
H -1.13 -4.19 2.78  0.065
H -5.05 4.87 -5.51  0.106
H 7.42 1.67 -2.28  0.124
O -5.76 2.99 -5.26  -0.157
C -2.89 -3.21 7.39  -0.088
C -5.64 -6.73 -2.71  -0.167
H -7.08 -4.51 -1.75  0.118
H 2.32 1.50 3.88  0.126
H 4.09 4.73 5.39  0.124

Entry from the Open Molecules 2025 dataset: a structure of composition C35H85N6O21V (wB97M-V/def2-TZVPD).

The gap between HOMO and LUMO is 6.52 eV. The charge is -2. Its LUMO energy is 3.325 eV.

Each line ends with the Löwdin charge.
CARTESIAN COORDINATES (ANGSTROEM)
H -5.45 -2.99 -1.34  0.112
H 0.60 -4.05 0.49  0.131
C 3.16 5.44 -1.08  -0.252
C 7.77 -2.24 -0.36  -0.229
H -0.83 -1.51 2.73  0.074
H 3.16 6.26 -0.34  0.118
O -10.51 -0.94 -0.22  -0.194
C -4.92 1.99 -0.85  -0.778
O -1.12 -5.07 1.04  -0.171
H 1.52 -0.44 8.83  0.073
H 1.22 -2.43 3.71  0.045
C 4.08 -0.07 -2.83  -0.227
O 3.87 1.18 -3.43  -0.183
H -11.38 -1.05 1.66  0.086
H 3.68 -0.13 -1.81  0.098
H 8.77 -3.33 1.57  0.079
H -0.43 -0.76 6.42  0.123
H -8.37 -1.50 -1.80  0.112
N 1.31 -2.95 2.83  0.043
H 7.68 -0.24 -0.94  0.096
H 7.23 -3.04 2.50  0.087
H 2.14 -0.65 6.78  0.107
H 7.78 1.67 -2.25  0.067
H -3.72 -1.26 -2.13  0.100
H -7.35 -2.70 0.61  0.078
H 8.85 -2.39 -0.50  0.117
C 1.39 0.67 2.43  -0.195
H 5.67 -2.16 -1.84  0.115
H 1.93 1.06 6.38  0.121
H 1.51 -2.15 2.23  0.026
O -1.77 2.50 0.41  -0.081
C -2.77 -0.51 -5.42  -0.034
H 6.07 0.72 -2.57  0.087
H 0.35 0.37 2.27  0.121
H -2.03 0.18 -5.81  0.069
H -5.83 -1.31 -1.05  0.070
C -0.82 -2.31 1.98  -0.062
H -9.66 -2.61 0.74  0.118
H -12.04 -2.12 0.38  0.081
H 1.80 1.10 -3.90  0.074
N 5.56 4.79 -1.24  -0.060
H 8.71 1.93 -0.74  0.087
H 6.96 2.06 -0.73  0.098
H -0.48 -1.94 1.02  0.074
H 2.39 2.68 -3.52  0.096
H -0.44 0.93 5.94  0.119
H 5.90 -0.57 -3.75  0.121
H -3.24 0.67 -3.74  0.135
H -8.09 -0.73 -0.19  0.123
C 2.55 1.62 -3.30  -0.110
H -1.91 -2.40 1.89  0.063
C 5.81 4.35 -2.61  -0.183
C -8.26 -1.68 -0.73  -0.208
C -5.78 -0.48 -3.72  -0.069
N 1.80 -0.17 4.75  -0.068
O 7.58 -1.74 0.95  -0.194
O -1.81 4.70 -0.06  0.011
H 8.49 -1.94 2.74  0.083
C -3.66 -1.41 -3.22  -0.230
H 5.56 5.21 -3.24  0.110
H 1.60 1.62 1.94  0.121
O -4.92 -1.62 -3.79  -0.192
H -5.52 0.19 -4.55  0.084
H 3.90 3.39 -0.96  0.112
H -3.77 -0.35 -5.83  0.070
H 2.41 0.41 0.04  0.072
C -5.13 -2.31 0.69  -0.215
H 2.14 1.62 -2.27  0.074
H 3.47 6.00 -1.97  0.114
O -1.95 4.05 2.06  0.025
O 1.89 4.91 -1.27  -0.155
O -0.41 1.88 -4.61  -0.032
C -0.99 -6.33 0.45  -0.134
C 5.60 -0.25 -2.73  -0.205
H -5.52 0.12 -2.84  0.078
H 2.74 -0.46 4.54  0.111
H -2.40 -1.50 -5.70  0.081
O -3.86 2.12 -1.54  -0.070
H -0.91 0.24 -3.90  0.056
H 1.13 4.97 0.62  0.100
H -0.33 -6.30 -0.43  0.087
H 7.96 -1.37 -2.29  0.119
H -5.18 -3.11 3.19  0.086
H -10.03 -2.76 -0.99  0.120
O -0.11 1.07 -1.08  -0.359
C -1.02 2.97 -3.96  -0.757
H 2.16 3.53 0.31  0.066
H 0.58 3.58 -0.36  0.070
V -1.70 1.03 -1.26  0.935
C 7.30 4.00 -2.81  -0.210
H -5.78 -1.55 3.79  0.085
O 2.37 -0.27 2.02  -0.214
H 0.62 1.54 4.20  0.118
C 7.86 2.25 -1.33  -0.118
N -7.32 -2.75 -0.41  -0.035
C 7.37 -1.19 -1.38  -0.220
O -2.20 -0.23 -0.43  -0.357
O -5.90 -1.81 1.76  -0.189
N -1.52 -0.22 -3.22  0.040
C 1.53 1.00 3.92  -0.196
N 5.96 -1.20 -1.71  -0.053
H -12.37 -0.38 0.31  0.081
H -4.21 -1.70 2.98  0.086
C -0.01 -3.51 2.49  -0.406
H 3.35 -1.06 0.49  0.085
C -9.66 -2.06 -0.21  -0.247
C -5.90 -2.30 -0.62  -0.182
C 4.25 4.41 -0.74  -0.226
C -2.85 -0.34 -3.90  -0.392
H 0.86 -5.24 1.75  0.116
H -6.13 0.79 -0.06  0.094
H -1.10 -1.15 -3.19  0.106
C 1.42 4.22 -0.12  -0.079
H 6.28 4.50 -0.60  0.087
H 7.24 -3.19 -0.45  0.126
H 5.21 3.46 -2.85  0.104
H 2.35 1.73 4.03  0.120
H 3.58 -0.91 -3.33  0.127
H -6.79 -0.84 -3.66  0.079
O 7.96 3.64 -1.62  -0.207
H -0.07 -1.19 8.82  0.088
C 0.08 0.20 6.56  -0.214
O -1.21 3.95 -4.70  -0.018
C 2.42 -0.50 0.63  -0.106
H 4.33 4.39 0.35  0.113
C 0.13 -4.51 1.36  -0.239
O -5.28 0.71 -0.51  0.021
C 1.55 0.03 6.17  -0.218
H -0.57 -7.06 1.16  0.082
C -11.64 -1.12 0.60  -0.120
H -4.17 -1.78 0.60  0.111
H -1.98 -6.73 0.24  0.084
H -3.10 -2.36 -3.19  0.133
O -1.38 2.85 -2.77  -0.023
C -5.25 -2.03 2.98  -0.125
H -4.87 -3.37 0.87  0.123
C 8.08 -2.59 1.97  -0.111
H -0.27 2.37 -5.44  0.097
O 0.00 0.65 7.90  -0.199
O -5.63 2.93 -0.48  -0.003
H -0.44 -3.92 3.40  0.137
H 7.53 3.37 -3.67  0.118
H 7.79 4.97 -3.02  0.114
H 0.09 0.25 9.81  0.086
H -2.13 4.98 1.86  0.083
C 0.46 -0.22 8.90  -0.122
C -1.82 3.73 0.70  -0.776
H 1.61 -1.14 0.25  0.081